{
  "formula": "CHO2Tl",
  "method": "ωB97M-V/def2-TZVPD",
  "species": ["O", "C", "O", "Tl", "H"],
  "coordinates": [[-1.3237, -0.0379, -0.0312], [-0.1329, 0.4808, 0.0318], [0.7123, -0.5192, 0.0354], [1.7763, 1.1635, 0.0076], [-1.0319, -1.0872, -0.0436]],
  "de_lowest_kcal_mol": 58.27,
  "mol_weight_g_mol": 249.4,
  "gap_ev": [7.25, 7.06],
  "total_charge": 2,
  "e_lumo_ev": [-16.5, -16.6]
}